(1)
The following is a quantum chemistry calculation of a molecular structure, C33H29CrNP2S5Sb, from the Open Molecules 2025 dataset.

```
72
Properties=species:S:1:pos:R:3
Cr -1.2665 -1.0415 0.6454
S -4.4972 -3.8411 2.1194
Sb -2.2362 -3.8772 1.8850
S -1.3500 -1.8470 2.8188
S -1.6607 -3.1282 -0.3417
S -0.9458 -5.6456 2.4521
C 2.4604 -1.3132 0.1254
C 1.7805 -1.8598 -1.1337
P 1.6822 -0.7215 -2.5856
C 1.0610 -1.8819 -3.8603
C 1.2142 -1.4839 -5.1889
C 0.7384 -2.2718 -6.2259
C 0.1132 -3.4793 -5.9446
C -0.0347 -3.8896 -4.6275
C 0.4348 -3.0975 -3.5885
C 0.1232 0.2203 -2.2482
C 0.1672 1.6076 -2.2059
C -1.0030 2.3505 -2.0632
C -2.2275 1.7147 -1.9385
C -2.2872 0.3257 -1.9753
C -1.1244 -0.4101 -2.1583
P 1.4889 0.0116 0.9704
C 2.3707 1.5704 0.5319
C 3.2638 1.6979 -0.5270
C 3.8401 2.9268 -0.8310
C 3.5374 4.0488 -0.0791
C 2.6600 3.9335 0.9937
C 2.0870 2.7100 1.2934
C 2.0720 -0.0986 2.6995
C 1.1741 0.1491 3.7306
C 1.6012 0.1216 5.0525
C 2.9231 -0.1648 5.3484
C 3.8269 -0.4179 4.3224
C 3.4032 -0.3790 3.0051
H 3.4892 -0.9989 -0.0608
H 2.4953 -2.1265 0.8581
H 0.7943 -2.2536 -0.8722
H 2.3578 -2.7140 -1.4998
H 1.7135 -0.5460 -5.4057
H 0.8596 -1.9473 -7.2520
H -0.2586 -4.0997 -6.7504
H -0.5276 -4.8256 -4.3979
H 0.2823 -3.4311 -2.5683
H 1.1208 2.1138 -2.2838
H -0.9477 3.4326 -2.0375
H -3.1330 2.2952 -1.8088
H -3.2330 -0.1956 -1.8845
H -1.1997 -1.4840 -2.2537
H 3.5111 0.8432 -1.1405
H 4.5284 2.9997 -1.6642
H 3.9835 5.0055 -0.3189
H 2.4312 4.7985 1.6038
H 1.4321 2.6258 2.1556
H 0.1317 0.3279 3.5003
H 0.8890 0.2956 5.8487
H 3.2511 -0.2049 6.3795
H 4.8599 -0.6473 4.5521
H 4.1130 -0.5675 2.2082
S -2.5985 3.3692 1.5557
C -1.5631 2.0522 1.1638
N -2.0971 0.8804 1.1988
C -3.4466 0.9474 1.5445
C -4.3066 -0.1451 1.6756
C -5.6177 0.1072 2.0165
C -6.0796 1.4128 2.2288
C -5.2345 2.4989 2.1095
C -3.9090 2.2475 1.7642
H -0.5325 2.2188 0.8850
H -3.9638 -1.1701 1.5566
H -6.2851 -0.7360 2.1371
H -7.1145 1.5753 2.5015
H -5.5853 3.5073 2.2841
```

Total charge = -1
2S+1 = 5
⟨S²⟩ = 6.0439

Atomic partial charges in e from the Löwdin method, atoms 1 to 5:
1. Cr -0.05
2. S -0.26
3. Sb -0.17
4. S 0.00
5. S -0.01



(2)
The following is a quantum chemistry calculation of a molecular structure, C33H29FN3O8SW at a distorted geometry, from the Open Molecules 2025 dataset.

```
76
Properties=species:S:1:pos:R:3
W 0.1406 0.4057 0.8981
O 1.5173 -5.2502 -1.2003
C 1.2667 -3.9855 -0.8466
C 2.2794 -3.0628 -0.5686
C 1.9090 -1.7925 -0.1929
N 0.6257 -1.4530 -0.1155
C -0.3464 -2.3172 -0.4135
C -0.0760 -3.6033 -0.7814
C -1.6994 -1.6724 -0.3701
O -2.7079 -2.3008 -0.5666
O -1.5858 -0.3839 -0.1893
C 2.7950 -0.6148 0.1262
O 4.7481 -1.3800 0.2903
O 1.9792 0.4939 0.2292
H 2.4660 -5.4195 -1.2463
H 3.3258 -3.3339 -0.6326
H -0.8790 -4.2830 -1.0297
C -1.6160 -2.0162 3.9332
C -1.6099 -0.7828 3.0920
O -0.6924 -0.7954 2.1453
C -2.4691 0.2467 3.2332
C -2.5575 1.3098 2.2881
C -3.7910 2.1556 2.3352
N -1.6435 1.5354 1.3796
N -2.0185 2.4821 0.4255
C -1.1967 2.4886 -0.5409
O -0.1293 1.6589 -0.5056
C -1.2926 3.3797 -1.7043
C -0.4370 3.2003 -2.7859
C -0.5215 4.0496 -3.8791
C -1.4535 5.0770 -3.8883
C -2.3056 5.2561 -2.8036
C -2.2285 4.4105 -1.7111
H -0.7318 -2.6135 3.7290
H -2.5066 -2.6058 3.7080
H -1.6440 -1.7546 4.9911
H -3.2161 0.1943 4.0104
H -4.2553 2.0731 3.3152
H -4.4903 1.7774 1.5846
H -3.5882 3.1924 2.0877
H 0.2899 2.3995 -2.7694
H 0.1409 3.9087 -4.7228
H -1.5173 5.7405 -4.7409
H -3.0295 6.0601 -2.8116
H -2.8863 4.5422 -0.8619
F 1.0167 6.6435 0.1745
C 0.9927 5.4488 0.7799
C 2.0301 4.5621 0.5510
C 1.9831 3.3231 1.1584
C 0.9107 2.9466 1.9721
C 0.8282 1.5596 2.5802
C -0.0904 3.8938 2.2040
C -0.0593 5.1480 1.6208
H 2.8491 4.8509 -0.0938
H 2.7810 2.6188 0.9832
H 1.8032 1.1776 2.8627
H 0.1413 1.5303 3.4223
H -0.9050 3.6472 2.8748
H -0.8341 5.8808 1.8009
C 4.0900 -1.8956 3.8990
S 3.0906 -2.0528 2.4279
O 1.8070 -1.2712 2.6491
C 3.8341 -0.8681 1.2607
C 4.0698 -0.6220 -0.7655
C 4.7234 0.6933 -1.0505
C 5.1460 1.5328 -0.1092
C 4.9466 1.3716 1.3397
C 4.3307 0.3669 1.9585
H 3.6313 -1.1350 4.5294
H 5.1123 -1.6226 3.6347
H 4.0807 -2.8612 4.3991
H 3.9855 -1.2270 -1.6673
H 4.8883 0.9395 -2.0920
H 5.6534 2.4367 -0.4232
H 5.2917 2.1926 1.9576
H 4.1833 0.4437 3.0282
```

Total charge = +1

Atomic partial charges in e from the Löwdin method, atoms 1 to 5:
1. W 2.04
2. O 0.13
3. C -0.25
4. C 0.08
5. C -0.19



(3)
The following is a quantum chemistry calculation of a molecular structure, C33H29GeIrN3O3 at a distorted geometry, from the Open Molecules 2025 dataset.

```
70
Properties=species:S:1:pos:R:3
Ir 2.4353 -0.5914 -0.0009
O 3.8901 3.0120 -1.3225
C 3.5395 1.8511 -1.2256
N 2.4773 1.3820 -0.5398
C 1.8576 2.2425 0.4276
C 2.0848 1.6370 1.7659
C 1.6788 2.2278 2.9495
C 1.9756 1.6105 4.1496
C 2.6664 0.4021 4.1448
C 3.0071 -0.1586 2.9373
N 2.7211 0.4537 1.7770
C 4.3286 0.7474 -1.8324
C 5.3983 0.9921 -2.6660
C 6.1873 -0.0757 -3.0645
C 5.8579 -1.3556 -2.6348
C 4.7502 -1.5256 -1.8314
N 4.0117 -0.4833 -1.4225
H 0.7768 2.3243 0.2603
H 2.2925 3.2424 0.3734
H 1.1294 3.1581 2.9150
H 1.6798 2.0639 5.0863
H 2.9352 -0.0984 5.0630
H 3.5175 -1.1081 2.8655
H 5.6005 2.0143 -2.9528
H 7.0563 0.0921 -3.6861
H 6.4539 -2.2135 -2.9094
H 4.4434 -2.5071 -1.4960
O 1.8412 -2.3084 1.3220
C 0.6619 -1.8998 1.3604
O 0.3861 -0.8249 0.7180
C -0.4553 -2.5515 2.1109
C -1.7722 -2.4019 1.3196
Ge -1.8681 -0.7748 0.1602
C -2.0254 1.0616 0.8348
C -2.7252 1.9661 0.0367
C -2.9641 3.2604 0.4759
C -2.5124 3.6638 1.7271
C -1.8062 2.7767 2.5249
C -1.5650 1.4807 2.0808
C -3.8498 -1.0426 -0.2062
C -4.7075 -0.7559 0.8566
C -6.0423 -1.1376 0.7944
C -6.5246 -1.7907 -0.3321
C -5.6847 -2.0412 -1.4050
C -4.3465 -1.6560 -1.3517
C -1.0618 -0.8358 -1.6352
C -0.4004 0.2942 -2.1210
C 0.2427 0.2629 -3.3536
C 0.2279 -0.8983 -4.1157
C -0.4155 -2.0312 -3.6364
C -1.0566 -1.9996 -2.4028
H -0.5218 -2.0172 3.0640
H -0.1977 -3.5883 2.3219
H -2.6294 -2.4048 1.9874
H -1.8919 -3.2430 0.6343
H -3.0931 1.6493 -0.9330
H -3.5115 3.9498 -0.1535
H -2.7213 4.6654 2.0796
H -1.4559 3.0898 3.5020
H -1.0144 0.7893 2.7117
H -4.3379 -0.2415 1.7385
H -6.7000 -0.9277 1.6290
H -7.5605 -2.1018 -0.3726
H -6.0626 -2.5415 -2.2882
H -3.7019 -1.8421 -2.2020
H -0.3972 1.2080 -1.5366
H 0.7363 1.1522 -3.7272
H 0.7075 -0.9169 -5.0859
H -0.4275 -2.9379 -4.2279
H -1.5487 -2.8933 -2.0349
```

Total charge = +1

Atomic partial charges in e from the natural (NBO) method, atoms 1 to 5:
1. Ir 1.30
2. O -0.59
3. C 0.61
4. N -0.57
5. C -0.30



What energy above the lowest of the compared OMol25 structures with the same formula, charge and spin values result from the calculations? In sequence: 1.0966; 2.1473; 2.2756 eV.
What calculated total energy values result from the calculations? In sequence: -143900.3369; -70914.1480; -104653.5249 eV.